[1]
Density functional theory data (the ωB97M-V functional and the def2-TZVPD basis) for a molecular structure, C41H93BMgN2O31 in a non-equilibrium geometry.

Geometry (Å):
Mg 0.879 -1.656 4.491
O -2.623 0.508 -2.834
C -1.653 0.154 -2.126
O -1.286 0.661 -1.048
B -0.073 0.044 -0.464
O 0.239 -0.948 -1.508
C -0.724 -0.986 -2.411
O -0.764 -1.658 -3.421
O -0.283 -0.613 0.875
C 0.785 -0.277 1.663
O 1.110 -0.724 2.791
C 1.545 0.805 0.934
O 1.010 0.992 -0.197
O 2.488 1.429 1.430
N -2.288 -1.335 4.243
O -2.616 -0.736 5.217
O -1.142 -1.745 4.100
O -3.118 -1.476 3.304
C 1.979 -3.604 -1.938
N 1.432 -3.364 -0.582
O 0.198 -3.542 -0.353
O 2.178 -2.970 0.280
H 3.014 -3.935 -1.843
H 1.869 -2.768 -2.629
H 1.510 -4.496 -2.354
C 5.047 -0.726 0.994
O 5.465 -1.140 2.331
C 6.872 -0.850 2.605
C 7.323 -1.191 4.110
O 7.343 -2.569 4.362
C 7.993 -2.866 5.603
H 5.324 0.327 0.945
H 3.997 -0.888 0.747
H 5.663 -1.254 0.267
H 7.114 0.202 2.451
H 7.436 -1.515 1.952
H 6.790 -0.643 4.886
H 8.336 -0.837 4.300
H 7.689 -2.252 6.451
H 9.070 -2.836 5.440
H 7.792 -3.898 5.890
C 3.748 -0.581 4.610
O 2.770 -1.669 4.577
C 3.267 -2.799 3.937
C 2.215 -3.974 4.049
O 1.038 -3.365 3.657
C 0.170 -4.271 3.053
H 3.375 0.174 5.303
H 3.774 -0.180 3.597
H 4.732 -0.997 4.826
H 4.252 -2.974 4.370
H 3.315 -2.420 2.916
H 2.290 -4.439 5.031
H 2.458 -4.861 3.464
H -0.745 -3.732 2.807
H -0.072 -5.142 3.662
H 0.627 -4.784 2.207
C -7.214 0.692 1.509
O -6.023 0.030 1.191
C -6.019 -0.343 -0.167
C -4.766 -1.241 -0.451
O -3.937 -1.496 0.611
C -3.087 -2.590 0.329
H -7.728 1.330 0.790
H -7.052 1.164 2.478
H -7.973 -0.069 1.693
H -6.054 0.526 -0.824
H -6.893 -0.951 -0.400
H -4.281 -0.739 -1.288
H -5.239 -2.157 -0.804
H -2.426 -2.794 1.171
H -2.559 -2.244 -0.559
H -3.561 -3.543 0.091
C 0.579 1.577 5.160
O 0.849 0.185 5.437
C 0.667 -0.078 6.820
C 1.055 -1.438 7.267
O 0.725 -2.442 6.252
C -0.293 -3.342 6.687
H 1.057 2.268 5.855
H -0.499 1.734 5.193
H 0.771 1.804 4.112
H -0.350 0.053 7.190
H 1.251 0.563 7.480
H 0.652 -1.677 8.251
H 2.126 -1.546 7.443
H -0.178 -3.678 7.717
H -0.310 -4.193 6.006
H -1.230 -2.790 6.609
C -3.816 -4.097 -4.324
O -3.469 -4.615 -3.015
C -2.061 -4.866 -2.941
C -1.582 -6.097 -3.717
O -2.449 -7.335 -3.460
C -1.911 -8.483 -4.090
H -3.112 -3.307 -4.586
H -4.858 -3.775 -4.343
H -3.632 -4.788 -5.146
H -1.791 -4.969 -1.890
H -1.477 -3.965 -3.128
H -0.634 -6.345 -3.240
H -1.442 -5.754 -4.743
H -2.206 -8.244 -5.112
H -2.540 -9.343 -3.859
H -0.835 -8.590 -3.954
C 4.427 4.470 -6.328
O 4.821 3.841 -5.181
C 4.747 4.684 -4.067
C 5.165 4.088 -2.679
O 4.172 3.410 -2.064
C 4.707 2.623 -0.948
H 4.241 3.774 -7.146
H 5.273 5.034 -6.720
H 3.487 5.021 -6.341
H 3.820 5.253 -3.991
H 5.389 5.524 -4.333
H 5.643 4.865 -2.082
H 6.003 3.445 -2.948
H 5.190 1.712 -1.303
H 3.826 2.258 -0.420
H 5.346 3.153 -0.242
C -1.972 7.592 0.422
O -2.338 6.388 -0.295
C -3.233 6.709 -1.402
C -3.649 5.387 -2.130
O -3.665 4.318 -1.146
C -4.371 3.174 -1.687
H -1.465 7.396 1.366
H -2.874 8.159 0.653
H -1.238 8.117 -0.190
H -2.905 7.375 -2.199
H -4.157 7.141 -1.016
H -2.950 5.127 -2.925
H -4.630 5.521 -2.586
H -4.406 2.206 -1.186
H -3.788 2.797 -2.528
H -5.384 3.338 -2.054
C -0.086 4.322 -1.224
O -0.694 4.484 0.039
C -0.011 4.060 1.211
C -0.646 4.951 2.295
O -2.099 5.034 2.256
C -2.620 5.698 3.382
H -0.656 4.939 -1.919
H -0.204 3.302 -1.590
H 0.963 4.616 -1.264
H 1.051 4.171 0.991
H -0.186 3.010 1.445
H -0.338 5.986 2.149
H -0.335 4.701 3.310
H -3.693 5.586 3.535
H -2.552 6.782 3.293
H -2.111 5.432 4.309
C -4.549 1.123 -8.395
O -3.489 0.225 -8.086
C -2.948 0.451 -6.785
C -1.768 -0.474 -6.594
O -2.346 -1.763 -6.657
C -1.372 -2.828 -6.713
H -5.092 0.670 -9.224
H -4.356 2.171 -8.624
H -5.411 1.085 -7.730
H -3.760 0.231 -6.093
H -2.566 1.460 -6.631
H -1.117 -0.384 -5.724
H -1.051 -0.255 -7.385
H -0.718 -2.790 -7.585
H -2.039 -3.683 -6.820
H -0.813 -3.020 -5.798

Properties
* HOMO-LUMO gap: 7.6151 eV
* LUMO energy: -0.0167 hartree
* M: 1145.3 g/mol
* relative energy (zero: lowest compared OMol25 entry of this formula, charge and spin): 583.3 kJ/mol
* F_max: 6.06 eV/A

***

[2]
Density functional theory data (the ωB97M-V functional and the def2-TZVPD basis) for 9 unconnected molecules or ions with the total composition C41H96Cl4O2S2 in a non-equilibrium geometry.

Geometry (Å):
C 16.249 -14.824 -5.318
S 15.019 -13.676 -6.105
O 15.931 -12.725 -6.891
C 14.170 -14.854 -7.291
H 17.160 -14.634 -5.885
H 15.820 -15.822 -5.221
H 16.438 -14.391 -4.336
H 13.683 -15.567 -6.626
H 14.831 -15.244 -8.064
H 13.415 -14.328 -7.876
C 14.678 -14.117 -12.670
S 15.176 -14.613 -10.962
O 16.089 -15.842 -11.012
C 16.243 -13.233 -10.583
H 13.759 -14.648 -12.918
H 15.564 -14.355 -13.259
H 14.406 -13.062 -12.693
H 16.615 -13.322 -9.562
H 15.725 -12.278 -10.670
H 16.983 -13.139 -11.377
C 20.273 -15.377 -9.334
Cl 19.323 -13.856 -9.735
Cl 21.873 -14.971 -8.735
Cl 19.433 -16.092 -7.927
Cl 20.250 -16.620 -10.687
C 16.494 -19.852 -8.980
C 15.648 -19.535 -10.232
C 15.428 -20.723 -11.213
C 16.720 -21.505 -11.594
C 16.391 -22.532 -12.691
C 17.574 -22.596 -13.641
H 15.946 -20.614 -8.427
H 16.619 -18.956 -8.372
H 17.417 -20.408 -9.147
H 14.605 -19.355 -9.969
H 15.937 -18.627 -10.760
H 14.839 -20.319 -12.036
H 14.860 -21.494 -10.693
H 17.544 -20.834 -11.836
H 17.088 -22.149 -10.796
H 16.321 -23.521 -12.237
H 15.552 -22.373 -13.368
H 17.627 -21.687 -14.240
H 18.520 -22.648 -13.102
H 17.671 -23.348 -14.423
C 12.316 -16.959 -10.744
C 11.829 -18.285 -11.350
C 12.265 -18.533 -12.803
C 11.715 -19.808 -13.525
C 11.842 -19.925 -15.003
C 10.836 -20.992 -15.593
H 13.401 -16.993 -10.649
H 11.897 -16.837 -9.745
H 12.132 -16.060 -11.332
H 12.169 -19.173 -10.816
H 10.739 -18.277 -11.319
H 13.347 -18.543 -12.932
H 12.038 -17.614 -13.342
H 12.085 -20.700 -13.020
H 10.647 -19.870 -13.315
H 11.679 -19.003 -15.561
H 12.832 -20.357 -15.151
H 11.128 -21.189 -16.625
H 10.828 -21.929 -15.037
H 9.810 -20.623 -15.572
C 15.008 -9.381 -5.805
C 15.568 -8.556 -7.025
C 14.931 -9.057 -8.377
C 13.571 -8.497 -8.799
C 12.925 -8.995 -10.056
C 14.028 -9.161 -11.150
H 15.535 -9.092 -4.896
H 15.166 -10.448 -5.964
H 13.945 -9.151 -5.726
H 15.333 -7.495 -6.945
H 16.647 -8.637 -7.161
H 14.951 -10.145 -8.436
H 15.658 -8.797 -9.148
H 12.902 -8.718 -7.967
H 13.518 -7.410 -8.865
H 12.240 -9.816 -9.844
H 12.222 -8.275 -10.477
H 13.378 -9.276 -12.017
H 14.635 -8.257 -11.204
H 14.671 -10.038 -11.075
C 13.535 -7.728 -18.358
C 13.556 -9.239 -18.631
C 13.423 -10.096 -17.364
C 13.802 -11.586 -17.693
C 13.481 -12.426 -16.385
C 13.603 -13.918 -16.550
H 14.006 -7.371 -17.442
H 12.481 -7.469 -18.257
H 13.938 -7.232 -19.240
H 12.839 -9.530 -19.399
H 14.493 -9.521 -19.111
H 12.405 -9.987 -16.989
H 14.071 -9.830 -16.530
H 13.399 -12.151 -18.534
H 14.881 -11.655 -17.828
H 14.159 -12.071 -15.609
H 12.516 -12.149 -15.960
H 12.830 -14.291 -17.223
H 14.500 -14.172 -17.115
H 13.493 -14.439 -15.600
C 10.352 -13.533 -12.654
C 9.691 -14.426 -13.681
C 10.336 -14.471 -15.141
C 9.475 -15.143 -16.166
C 9.157 -16.585 -15.863
C 8.270 -17.356 -16.927
H 9.854 -13.350 -11.702
H 10.651 -12.530 -12.959
H 11.223 -14.108 -12.340
H 9.536 -15.442 -13.317
H 8.653 -14.094 -13.696
H 11.234 -15.077 -15.021
H 10.581 -13.438 -15.388
H 8.533 -14.628 -16.351
H 10.033 -15.125 -17.102
H 10.108 -17.055 -15.614
H 8.591 -16.654 -14.933
H 8.479 -17.112 -17.969
H 8.366 -18.393 -16.603
H 7.185 -17.284 -16.841
C 14.394 -18.678 -18.819
C 13.773 -17.600 -17.954
C 14.429 -17.531 -16.591
C 15.900 -17.084 -16.568
C 16.658 -17.360 -15.254
C 17.048 -18.885 -15.130
H 15.082 -18.266 -19.557
H 13.542 -19.229 -19.219
H 15.007 -19.337 -18.204
H 13.933 -16.591 -18.332
H 12.685 -17.665 -17.934
H 14.431 -18.462 -16.025
H 13.829 -16.947 -15.892
H 16.383 -17.467 -17.467
H 15.763 -16.010 -16.687
H 17.538 -16.719 -15.217
H 16.033 -17.081 -14.405
H 16.206 -19.562 -14.986
H 17.743 -19.091 -15.944
H 17.740 -18.882 -14.288

Properties
* HOMO-LUMO gap (spin up / spin down): 8.4883 / 3.7512 eV
* LUMO energy (spin up / spin down): -0.1157 / -0.2896 hartree
* multiplicity: 2
* net charge: +1
* M: 827.2 g/mol
* F_max: 2.77 eV/A